1:
Computed, not measured: C3H8N2OS in the gas phase, with ωB97M-V with the def2-TZVPD basis set.

Calculated values
**Gap between HOMO and LUMO**: 9.72 eV
**Spin multiplicity**: 1
**SMILES**: NC(=O)[C@H](N)CS

Geometry as XYZ:
```
15
Properties=species:S:1:pos:R:3:nbo_charge:R:1
N -0.58616 1.76387 -1.79975 -0.8327
C -0.63109 0.42808 -1.43986 0.6711
O -1.17287 -0.28202 -2.26855 -0.6103
C 0.17165 -0.12077 -0.23308 -0.1454
N 1.11420 -1.10443 -0.75927 -0.8738
C -0.30482 -0.70330 1.15753 -0.5579
S 0.50390 0.02806 2.53040 0.0048
H 0.13973 2.39972 -1.58764 0.3873
H -1.15021 2.01111 -2.56102 0.3992
H 0.69019 0.84274 -0.05441 0.1923
H 0.86893 -1.68654 -1.57003 0.3951
H 2.06956 -0.88289 -0.73624 0.3734
H -1.32405 -0.24375 1.25651 0.2175
H -0.41540 -1.86508 1.22317 0.2586
H 1.33106 -1.00827 2.69732 0.1210
```


2:
Computed, not measured: 2 unconnected molecules or ions with the total composition C3H8N2OS, with ωB97M-V with the def2-TZVPD basis set.

Calculated values
**Gap between HOMO and LUMO**: 9.40 eV
**Spin multiplicity**: 1

Geometry as XYZ:
```
15
Properties=species:S:1:pos:R:3:nbo_charge:R:1
C 0.44207 2.16292 0.16280 -0.6358
C 0.86729 0.95909 -0.74710 -0.0824
C -0.05472 -0.88467 0.37770 0.6800
H 1.48887 2.74522 0.56818 0.2164
H -0.12549 1.49953 1.13731 0.2039
H -0.38913 2.84954 -0.17539 0.2167
H 1.19928 1.52611 -1.78130 0.1854
H 1.84606 0.64835 -0.37857 0.1839
H 0.79160 -1.82716 1.62322 0.3765
H -1.13659 -2.38651 1.28630 0.3514
H -2.26792 -2.29437 -2.07512 0.1464
N 0.62675 -0.78093 1.37735 -0.7155
N -0.72959 -2.18922 -0.06077 -0.7207
O -0.07652 0.02694 -0.74065 -0.5157
S -2.48195 -2.05482 -0.57397 0.1095
```


3:
Computed, not measured: C3H8N2OS in the gas phase, with ωB97M-V with the def2-TZVPD basis set.

Calculated values
**Gap between HOMO and LUMO (spin up / spin down)**: 8.24 / 8.24 eV
**Spin multiplicity**: 1

Geometry as XYZ:
```
15
Properties=species:S:1:pos:R:3:nbo_charge:R:1
C 1.90160 -1.05181 -0.25865 0.2345
C 1.42295 1.08774 0.55345 0.0945
C -2.30202 0.38949 -0.75812 -0.8460
N -0.37151 -1.47993 0.01222 -1.1503
N 0.07172 1.13715 0.12350 -0.9560
O 2.13866 0.21799 -0.38713 -0.4790
S -0.89929 -0.12153 0.23803 1.6483
H 1.85712 -1.52598 0.84225 0.2093
H 1.98753 -1.70347 -1.17321 0.2222
H 1.89127 1.97229 0.68808 0.1968
H 1.45521 0.49155 1.53124 0.1421
H -3.09249 -0.23227 -0.37237 0.2289
H -2.59059 1.41255 -0.86394 0.2546
H -1.93436 -0.17743 -1.68801 0.2524
H -1.53581 -0.41634 1.51267 -0.0520
```


4:
Computed, not measured: 2 unconnected molecules or ions with the total composition C3H8N2OS, with ωB97M-V with the def2-TZVPD basis set.

Calculated values
**Gap between HOMO and LUMO**: 8.89 eV
**Spin multiplicity**: 1

Geometry as XYZ:
```
15
Properties=species:S:1:pos:R:3:nbo_charge:R:1
C 0.71242 -0.27507 1.54156 -0.4761
C -0.92296 -0.45364 1.48762 -0.2018
C 0.49746 -0.06129 0.02433 0.0192
N -0.74251 -0.58264 0.03307 -0.6171
N 0.44094 0.07459 -2.61861 -1.0546
O 1.69258 -1.76390 -1.72246 -0.9916
S 1.61427 -0.31854 -1.49646 1.4093
H 0.92298 0.75110 1.87253 0.2405
H 1.34991 -1.12954 2.02525 0.2485
H -1.23131 -1.41336 1.84151 0.1967
H -1.52921 0.40087 1.80708 0.1969
H 0.73990 1.75317 -0.21886 -0.1693
H -1.50594 -0.57666 -0.61231 0.4089
H 0.66672 0.88740 -3.17050 0.3864
H 0.55502 -0.74178 -3.28570 0.4042
```


Stability, lowest: 3


1:
Computed, not measured: a molecular structure, C3H8N2OS, with ωB97M-V with the def2-TZVPD basis set.

Calculated values
**Gap between HOMO and LUMO**: 8.30 eV
**Spin multiplicity**: 1

Geometry as XYZ:
```
15
Properties=species:S:1:pos:R:3:nbo_charge:R:1
C 2.09949 0.86930 -0.16033 -0.2770
C -0.12963 0.01604 -0.40507 0.3791
C -1.86761 0.22262 2.03505 -0.8271
H 2.46876 -0.14811 -0.90883 0.2395
H 2.61707 1.03111 0.75838 0.1872
H 2.07256 2.02423 -0.73841 0.1838
H -0.66334 0.89126 2.32471 0.2720
H -2.99613 0.86148 2.33316 0.2652
H -1.74396 -1.01311 2.77981 0.2417
H 0.15333 -1.48811 -3.15791 0.3404
H -0.77540 -2.29747 -1.71595 0.3625
N 0.38050 -0.60247 -1.45852 -0.3668
N -0.47326 -1.31320 -2.10852 -0.6472
O 0.75905 0.78047 0.31414 -0.5415
S -1.90144 0.16596 0.10829 0.1881
```


2:
Computed, not measured: C3H8N2OS in the gas phase, with ωB97M-V with the def2-TZVPD basis set.

Calculated values
**Gap between HOMO and LUMO**: 9.42 eV
**Spin multiplicity**: 1
**SMILES**: CNC(=O)N(C)S

Geometry as XYZ:
```
15
Properties=species:S:1:pos:R:3:nbo_charge:R:1
C 2.28570 -1.10763 0.56650 -0.4315
N 0.96446 -1.13066 0.00938 -0.6919
C 0.31399 0.47373 -0.28096 0.8285
O 1.11384 1.35900 -0.32099 -0.6029
N -1.01243 0.56582 -0.40422 -0.6108
C -1.55596 1.91298 -0.53564 -0.4171
S -2.07209 -0.75321 -0.53023 0.2329
H 2.30357 -1.35575 1.63331 0.1774
H 2.88856 -1.84255 0.02322 0.1892
H 2.72814 -0.12115 0.42077 0.2214
H 0.28117 -1.57848 0.60514 0.3576
H -0.76435 2.58251 -0.87230 0.2397
H -2.37241 1.91308 -1.25561 0.2120
H -1.92205 2.26351 0.43382 0.1976
H -2.54889 -0.71575 0.72901 0.0981
```


3:
Computed, not measured: a molecular structure, C3H8N2OS, with ωB97M-V with the def2-TZVPD basis set.

Calculated values
**Gap between HOMO and LUMO**: 8.86 eV
**Spin multiplicity**: 1

Geometry as XYZ:
```
15
Properties=species:S:1:pos:R:3:nbo_charge:R:1
C -2.61933 0.55765 -0.70029 -0.5869
C -1.54286 1.33349 -0.25769 -0.4983
C -0.31537 0.40675 -0.22183 0.4093
H -3.51094 1.27182 -1.42734 0.1890
H -2.21726 -0.30296 -1.37341 0.2397
H -3.25723 0.09171 0.25391 0.2095
H -1.60938 2.18104 -1.14345 0.2105
H -1.53706 1.98809 0.58274 0.2405
H 0.55898 1.13097 -2.44086 0.3760
H 0.83100 -1.90484 -0.93091 0.4787
H 0.98555 -0.56998 2.76849 0.0966
N 0.12052 0.01086 -1.65500 -0.3755
N 0.15290 0.04136 0.86275 -0.6245
O 1.29919 -0.90642 -1.06517 -0.6322
S 1.51964 -0.67421 1.55355 0.2674
```


4:
Computed, not measured: C3H8N2OS in the gas phase, with ωB97M-V with the def2-TZVPD basis set.

Calculated values
**Gap between HOMO and LUMO**: 9.71 eV
**Spin multiplicity**: 1

Geometry as XYZ:
```
15
Properties=species:S:1:pos:R:3:nbo_charge:R:1
C -0.53947 0.72987 0.11861 0.0570
C -0.51990 -1.24536 -1.62922 -0.8705
C 0.74363 0.42494 1.07375 -0.2615
N -0.74842 1.88096 -0.39008 -0.5981
N 0.33152 0.55765 2.42405 -0.8399
O -2.58823 0.03900 -1.20126 -0.9949
S -1.61022 -0.67230 -0.38209 1.2277
H 0.56101 -1.05167 -1.51047 0.2414
H -0.80828 -0.62198 -2.47626 0.2658
H -0.51820 -2.30160 -1.84720 0.2430
H 1.55593 1.11043 0.85501 0.2233
H 0.91297 -0.66661 0.99942 0.1898
H -1.61301 1.82726 -0.91491 0.3708
H 0.02101 1.61748 2.49456 0.3641
H -0.36615 -0.07221 2.86889 0.3819
```


Stability, lowest: 3